(1)
Computed, not measured: 3 unconnected molecules or ions with the total composition C28H45B2N4O14S at a distorted geometry, with ωB97M-V/def2-TZVPD.

The HOMO energy comes out at -11.124 eV. As for the total charge: +1.

Each line ends with the Mulliken charge.
Geometry (Å):
1 C -2.79095 4.94101 1.44311  -0.72
2 C -1.78888 4.42723 2.60507  0.68
3 O -2.16007 4.36590 3.80731  -0.53
4 O -0.47116 4.09683 2.16270  -0.32
5 C 0.07469 2.98152 2.91616  -0.50
6 C 1.19139 2.19920 2.02057  -0.25
7 C 0.70735 0.67626 1.76436  -0.12
8 C 1.34232 -0.45305 2.63157  0.65
9 C 2.47104 -0.17631 3.73135  0.09
10 O 3.61344 -0.67988 3.73444  -0.56
11 O 2.13673 0.75281 4.73876  -0.35
12 B 3.19232 0.89543 5.73265  0.50
13 O 2.91290 0.31510 7.04280  -0.55
14 N 4.48465 1.60482 5.55483  0.01
15 C 4.56319 2.35805 4.26447  -0.92
16 C 4.61564 2.64651 6.65504  -0.83
17 C 0.81341 -1.90278 2.32850  0.77
18 C 1.46888 -3.07486 3.19953  -0.99
19 C 0.59719 -3.13818 4.56783  -0.04
20 N 1.23646 -3.16643 5.71268  -0.57
21 C -0.27877 -2.13091 1.22100  0.30
22 C -0.69717 -3.67132 0.99218  -1.12
23 O -0.13581 -4.11953 -0.26223  -0.26
24 C 1.29321 -4.06592 -0.26508  0.76
25 C 2.13454 -2.90645 -0.98921  -0.44
26 O 1.92594 -4.99824 0.29120  -0.57
27 N -0.83649 -1.03300 0.43611  0.61
28 C -1.85008 -1.27527 -0.65803  -1.31
29 C -1.15706 -1.24138 -2.13352  0.96
30 C -2.14776 -1.94455 -3.18609  -0.66
31 S -1.39014 -3.49658 -3.92077  -0.22
32 C -0.37017 0.32161 0.67906  0.12
33 B -0.89781 1.62599 -0.18470  0.42
34 N -0.03833 2.38121 -1.12787  -0.38
35 O -2.28993 1.98538 0.06345  -0.55
36 H -3.24191 5.91925 1.81119  0.37
37 H -2.16942 5.15446 0.50443  0.24
38 H -3.56430 4.15053 1.17233  0.07
39 H -0.71456 2.27325 3.34750  0.40
40 H 0.60881 3.44006 3.83465  0.35
41 H 1.44640 2.75052 1.05380  0.60
42 H 2.15095 2.23642 2.66238  -0.56
43 H 3.73184 -0.19013 7.24063  0.31
44 H 4.67761 1.64520 3.37116  0.21
45 H 3.62729 3.00792 4.05449  0.32
46 H 5.50810 3.02300 4.26317  0.42
47 H 3.57223 2.80581 7.10765  0.26
48 H 4.96848 3.66382 6.26943  0.35
49 H 5.38570 2.29323 7.43562  0.27
50 H 2.56044 -2.89757 3.47893  0.25
51 H 1.44980 -4.08657 2.63918  0.36
52 H -0.55124 -3.10911 4.54690  0.31
53 H 0.52597 -3.17121 6.46780  0.29
54 H -0.47468 -4.34341 1.88348  0.32
55 H -1.84508 -3.70679 0.85409  0.45
56 H 1.74848 -1.85183 -0.74835  0.00
57 H 2.12221 -3.04898 -2.13421  0.18
58 H 3.24115 -2.94677 -0.67757  0.40
59 H -2.74217 -0.54276 -0.58492  0.10
60 H -2.32932 -2.31527 -0.58824  0.41
61 H -0.79165 -0.20339 -2.42960  0.12
62 H -0.23737 -1.93463 -2.03044  -0.30
63 H -2.46300 -1.20325 -3.99200  0.27
64 H -3.09073 -2.30332 -2.64100  0.35
65 H -0.21555 -3.11654 -4.55526  0.09
66 H 0.69663 1.76733 -1.51595  0.28
67 H -0.61226 2.80363 -1.87590  0.22
68 H -2.63754 2.49317 -0.70080  0.17
69 C -5.94419 1.54917 -0.73003  -1.45
70 C -5.27386 1.11836 -2.01702  1.01
71 C -6.04933 1.47825 -3.25097  -0.48
72 O -5.64380 0.47155 -4.17142  -0.32
73 C -5.29244 -0.61719 -3.43167  0.59
74 O -5.08944 -1.70561 -3.88368  -0.53
75 O -5.20674 -0.30243 -2.10573  -0.34
76 H -6.89380 1.02651 -0.58753  0.41
77 H -5.31578 1.29302 0.12737  0.31
78 H -6.12572 2.62645 -0.71819  0.38
79 H -4.25043 1.51046 -2.05963  -0.21
80 H -5.79465 2.47083 -3.62704  0.33
81 H -7.13387 1.41393 -3.11983  0.31
82 C 2.70771 -2.44920 -7.85049  -1.45
83 C 2.07019 -1.34652 -7.03328  0.50
84 C 2.97081 -0.16883 -6.80375  -0.52
85 O 2.48518 0.35004 -5.56922  -0.31
86 C 1.93102 -0.69551 -4.89696  0.52
87 O 1.60152 -0.66206 -3.74332  -0.46
88 O 1.80344 -1.78575 -5.70207  -0.28
89 H 3.55988 -2.88692 -7.32316  0.35
90 H 1.99279 -3.25956 -8.01379  0.37
91 H 3.04219 -2.08004 -8.82243  0.39
92 H 1.12085 -1.04147 -7.48693  0.25
93 H 2.88924 0.57730 -7.59594  0.32
94 H 4.02321 -0.44106 -6.67710  0.32

---

(2)
Computed, not measured: 3 unconnected molecules or ions with the total composition C28H45BBrClN2O4 at a distorted geometry, with ωB97M-V/def2-TZVPD.

The HOMO energy comes out at -8.031 eV. The energy above the lowest of the compared OMol25 structures with the same formula, charge and spin is 0.00 kcal/mol.

Each line ends with the Mulliken charge.
Geometry (Å):
1 C -0.09692 6.40139 5.22299  -0.84
2 C -0.93650 6.10399 4.15718  -0.51
3 C -0.35675 5.70811 2.87203  1.28
4 C 0.96107 6.06176 2.53119  -0.65
5 C 1.52978 5.65737 1.34679  -0.29
6 Cl 3.17746 6.06486 0.96607  -0.23
7 C 0.82019 4.87441 0.42138  -0.31
8 B 1.49491 4.38128 -0.95078  0.61
9 O 1.64434 3.01176 -1.13698  -0.62
10 C 1.92218 5.43500 -2.03426  -0.37
11 C 3.36383 5.21131 -2.56826  -1.19
12 C -0.47162 4.52341 0.76071  1.22
13 C -1.08117 4.92249 1.96357  0.30
14 C -2.47824 4.45973 2.24103  -0.07
15 O -3.31348 5.12473 2.79009  -0.56
16 C -2.77165 3.07670 1.72968  -0.16
17 Br -3.94069 2.01378 2.74778  -0.10
18 C -2.18226 2.69399 0.59878  0.16
19 O -2.32521 1.45845 0.03301  -0.49
20 C -1.09844 0.75316 0.42790  0.18
21 C -1.37155 -0.38589 1.38468  -1.33
22 C -1.29235 3.66428 -0.12971  -0.17
23 O -1.28057 3.73411 -1.33149  -0.61
24 H 0.47531 7.32664 5.19344  0.35
25 H -0.00597 5.72665 6.06776  0.24
26 H -2.01493 6.13966 4.26117  0.46
27 H 1.58189 6.64395 3.19973  0.33
28 H 0.79732 2.65537 -1.43454  0.25
29 H 1.88481 6.41939 -1.56351  0.33
30 H 1.19744 5.43415 -2.85273  0.38
31 H 4.02480 4.83253 -1.79170  0.29
32 H 3.33393 4.54617 -3.42710  0.31
33 H 3.75864 6.17901 -2.87646  0.35
34 H -0.41532 1.43708 0.93677  0.29
35 H -0.57188 0.38035 -0.45203  0.25
36 H -1.79272 -1.24586 0.86331  0.29
37 H -0.44231 -0.74648 1.83316  0.38
38 H -2.00756 -0.10254 2.21811  0.19
39 C -1.86213 -4.27972 3.58613  -1.54
40 C -0.66502 -4.50362 2.67420  -0.25
41 N 0.60309 -4.54870 3.37599  0.12
42 C 1.75250 -4.48690 2.48939  -0.62
43 C 1.97319 -5.64501 1.50860  -1.00
44 C 0.69231 -5.51456 4.45710  -0.70
45 C 0.44504 -6.99279 4.12544  -0.95
46 H -1.73750 -3.37585 4.18446  0.33
47 H -2.76466 -4.16347 2.98436  0.44
48 H -2.02972 -5.12148 4.25921  0.37
49 H -0.63545 -3.67090 1.96538  0.40
50 H -0.84248 -5.41236 2.07781  0.21
51 H 2.65429 -4.35918 3.09444  0.38
52 H 1.66865 -3.56300 1.90725  0.29
53 H 2.35833 -6.53353 2.00679  0.23
54 H 2.71352 -5.35412 0.76028  0.41
55 H 1.06133 -5.91406 0.97462  0.27
56 H -0.01920 -5.22056 5.23310  0.38
57 H 1.67036 -5.41533 4.93429  0.35
58 H -0.41784 -7.13263 3.47300  0.25
59 H 0.24910 -7.54584 5.04641  0.37
60 H 1.31116 -7.45653 3.65604  0.28
61 C -2.03463 -0.14304 -3.50401  -1.28
62 C -0.79003 -1.01232 -3.50060  -0.34
63 N -0.85582 -2.13973 -4.40962  0.10
64 C 0.20588 -3.10908 -4.20122  -0.69
65 C 1.65104 -2.66702 -4.46293  -0.97
66 C -1.15130 -1.81639 -5.79438  -0.72
67 C -0.20635 -0.85421 -6.52769  -0.95
68 H -2.92756 -0.73271 -3.29213  0.32
69 H -1.94910 0.62549 -2.73312  0.26
70 H -2.17383 0.36932 -4.45687  0.34
71 H -0.67033 -1.40134 -2.48418  0.43
72 H 0.08694 -0.37420 -3.69763  0.22
73 H -0.00721 -3.99616 -4.80404  0.36
74 H 0.13981 -3.44985 -3.16256  0.40
75 H 1.87053 -2.59974 -5.52750  0.24
76 H 2.34015 -3.40251 -4.04222  0.40
77 H 1.88009 -1.70666 -3.99995  0.26
78 H -2.15882 -1.39458 -5.83568  0.37
79 H -1.22334 -2.74707 -6.36258  0.38
80 H 0.06335 0.00815 -5.91657  0.23
81 H -0.69703 -0.47479 -7.42641  0.37
82 H 0.70887 -1.34762 -6.85114  0.28

---

Which value of HOMO energy does entry 1 give? -11.124 eV

---

Among the records above, which one has the highest HOMO energy? C28H45BBrClN2O4

---

Which formula does entry 1 have? C28H45B2N4O14S

---

Among the records above, which one has the lowest HOMO energy? C28H45B2N4O14S